54
Properties=species:S:1:pos:R:3:forces:R:3 method="wB97M-V/def2-TZVPD" relative_energy_ev=0.246 charge=0 lumo_energy_ev=-1.0267 molar_mass_g_mol=436.9 energy_ha=-1718.59587 gap_ha=0.24820
Be -1.148 1.367 -0.692 0.05 0.04 -0.13
N -3.274 -8.032 -2.973 0.00 0.04 0.02
C -3.058 -6.932 -2.716 0.01 -0.04 -0.02
C -2.780 -5.557 -2.400 0.00 0.01 0.02
C -3.282 -4.543 -3.212 -0.01 -0.01 -0.01
C -3.004 -3.221 -2.911 0.01 -0.01 0.02
C -2.233 -2.899 -1.795 -0.07 -0.06 -0.05
C -1.747 -3.920 -0.982 0.03 0.06 0.04
C -2.009 -5.243 -1.283 -0.01 -0.06 -0.01
C -1.945 -1.483 -1.469 0.01 0.25 0.07
C -2.403 -0.979 -0.244 0.14 -0.02 -0.15
C -3.253 -1.596 0.705 -0.13 0.00 0.08
C -3.532 -0.649 1.670 0.06 -0.07 -0.05
C -2.835 0.516 1.288 -0.01 0.04 0.04
N -2.161 0.328 0.162 0.05 -0.02 -0.11
C -1.265 -0.706 -2.415 -0.08 -0.24 0.04
C -0.769 -1.075 -3.692 0.13 0.07 -0.11
C -0.203 0.058 -4.244 -0.18 -0.14 0.09
C -0.379 1.084 -3.291 0.14 0.06 0.02
N -0.990 0.632 -2.206 -0.07 0.19 0.07
H -3.890 -4.796 -4.070 0.01 0.01 0.00
H -3.397 -2.429 -3.534 0.01 0.00 0.01
H -1.151 -3.666 -0.114 0.00 -0.01 -0.01
H -1.622 -6.037 -0.658 0.00 0.00 -0.01
H -3.638 -2.602 0.646 0.01 0.02 0.01
H -4.163 -0.760 2.536 0.00 0.01 -0.01
H -2.812 1.477 1.781 -0.01 -0.02 0.00
H -0.831 -2.057 -4.134 0.02 0.01 0.01
H 0.267 0.156 -5.209 -0.02 0.00 -0.01
H -0.083 2.122 -3.350 0.00 -0.03 -0.02
Cl -1.446 3.309 -0.620 -0.07 -0.05 -0.01
C 4.376 3.814 4.621 -0.02 -0.02 -0.05
C 3.634 3.198 3.469 -0.01 0.02 0.07
C 2.288 2.876 3.569 0.03 -0.02 -0.02
C 1.586 2.319 2.510 -0.07 0.01 -0.06
C 0.130 2.012 2.696 -0.04 -0.02 0.03
C 2.271 2.071 1.302 0.18 0.03 0.04
C 1.616 1.505 0.139 0.01 -0.09 -0.16
O 0.432 1.218 0.047 -0.03 0.02 0.40
C 3.646 2.389 1.185 -0.04 0.04 0.04
C 4.440 2.160 -0.078 -0.05 -0.03 0.01
C 4.295 2.948 2.270 0.04 -0.02 -0.06
H 3.771 3.822 5.526 0.00 0.00 0.00
H 4.653 4.843 4.385 -0.01 0.00 0.01
H 5.297 3.266 4.821 0.00 0.01 0.02
H 1.765 3.064 4.500 0.00 0.00 0.00
H -0.158 2.201 3.729 0.00 -0.01 0.00
H -0.091 0.974 2.447 -0.03 0.02 0.02
H -0.484 2.632 2.040 0.02 -0.02 -0.04
H 2.257 1.312 -0.731 -0.01 0.06 -0.04
H 4.034 2.719 -0.922 0.00 -0.02 0.00
H 4.464 1.103 -0.351 0.02 0.02 -0.04
H 5.467 2.487 0.070 0.01 -0.01 0.00
H 5.346 3.199 2.184 -0.01 -0.01 0.00